The following is a DFT calculation (ωB97M-V with the def2-TZVPD basis set) of a cluster of 11 separate species, C58H125N11 in total in a non-equilibrium geometry.

Values from the calculation:
electronic energy	-2887.06834	hartree
relative energy (zero: lowest compared OMol25 entry of this formula, charge and spin)	0.00	kJ/mol
structure (SMILES)	c1cc[nH]c1.c1cc[nH]c1.c1cc[nH]c1.c1cc[nH]c1.CCN(CC)CC.CCN(CC)CC.CCN(CC)CC.CCN(CC)CC.CCN(CC)CC.CCN(CC)CC.CCN(CC)CC

Last columns: bonded neighbours and bond lengths (Å).
Geometry (Å):
1 N 3.200 3.420 5.925  C21 1.470, C40 1.469, C52 1.459
2 N -6.503 -3.010 1.018  C26 1.474, C41 1.494, C47 1.478
3 N 1.306 5.967 -3.658  C19 1.472, C28 1.462, C56 1.464
4 N -3.895 1.012 3.605  C46 1.373, C67 1.374, H158 1.012
5 N 2.380 -0.891 -1.001  C17 1.383, C62 1.358, H179 1.032
6 N -0.283 0.083 -0.398  C15 1.449, C29 1.475, C69 1.473
7 N -2.446 -6.089 2.456  C57 1.463, C64 1.480, C66 1.463
8 N 4.820 2.340 -5.617  C27 1.369, C54 1.357, H89 1.004
9 N 0.019 1.575 -9.208  C32 1.464, C35 1.450, C45 1.458
10 N -5.236 -2.282 3.590  C14 1.370, C37 1.384, H146 1.023
11 N 4.826 -2.058 3.777  C12 1.454, C18 1.457, C49 1.470
12 C 3.515 -2.331 3.209  N11 1.454, C13 1.531, H128 1.103, H156 1.091
13 C 2.751 -1.085 2.757  C12 1.531, H70 1.090, H111 1.094, H165 1.092
14 C -3.871 -2.335 3.491  N10 1.370, C33 1.370, H91 1.080
15 C -0.997 -0.574 0.679  N6 1.449, C24 1.547, H142 1.100, H155 1.093
16 C 4.272 1.687 7.282  C21 1.537, H145 1.091, H173 1.088, H188 1.088
17 C 3.245 -0.284 -1.893  N5 1.383, C58 1.370, H109 1.074
18 C 5.651 -3.252 3.654  N11 1.457, C42 1.534, H105 1.091, H116 1.099
19 C 2.225 5.284 -4.583  N3 1.472, C48 1.495, H72 1.102, H172 1.089
20 C 5.902 -0.978 5.732  C49 1.537, H164 1.091, H174 1.091, H187 1.087
21 C 3.394 1.969 6.052  N1 1.470, C16 1.537, H144 1.094, H149 1.102
22 C 1.923 4.739 -1.597  C28 1.538, H114 1.090, H130 1.090, H182 1.090
23 C 4.275 -2.019 -0.860  C58 1.404, C62 1.381, H78 1.078
24 C -1.262 -2.082 0.454  C15 1.547, H88 1.089, H106 1.091, H191 1.092
25 C -7.908 -4.521 2.462  C41 1.523, H81 1.091, H118 1.089, H153 1.090
26 C -7.675 -2.243 0.556  N2 1.474, C65 1.526, H102 1.093, H138 1.096
27 C 3.850 1.902 -4.756  N8 1.369, C59 1.394, H82 1.075
28 C 1.880 6.097 -2.319  N3 1.462, C22 1.538, H150 1.091, H186 1.102
29 C -0.135 1.510 -0.060  N6 1.475, C39 1.519, H123 1.092, H159 1.099
30 C -2.557 2.750 3.224  C46 1.374, C61 1.402, H95 1.077
31 C -1.075 0.091 -10.913  C32 1.536, H87 1.087, H98 1.093, H176 1.089
32 C -0.344 0.202 -9.567  N9 1.464, C31 1.536, H103 1.095, H143 1.098
33 C -3.323 -2.026 4.707  C14 1.370, C44 1.418, H90 1.078
34 C -0.489 -5.405 3.852  C66 1.534, H73 1.087, H117 1.093, H133 1.095
35 C 0.549 1.703 -7.864  N9 1.450, C43 1.530, H160 1.103, H184 1.090
36 C 4.102 0.460 -6.502  C54 1.370, C59 1.410, H92 1.077
37 C -5.542 -1.788 4.846  N10 1.384, C44 1.369, H185 1.080
38 C 0.826 3.206 5.159  C40 1.537, H148 1.091, H151 1.087, H162 1.092
39 C 0.672 1.857 1.179  C29 1.519, H71 1.092, H126 1.091, H177 1.094
40 C 2.234 3.749 4.868  N1 1.469, C38 1.537, H100 1.096, H192 1.092
41 C -6.872 -4.419 1.350  N2 1.494, C25 1.523, H120 1.094, H180 1.095
42 C 6.336 -3.355 2.285  C18 1.534, H104 1.090, H124 1.094, H166 1.089
43 C -0.337 1.094 -6.775  C35 1.530, H85 1.087, H167 1.095, H189 1.091
44 C -4.380 -1.573 5.537  C33 1.418, C37 1.369, H178 1.078
45 C 0.912 2.171 -10.194  N9 1.458, C50 1.543, H77 1.102, H94 1.088
46 C -2.910 1.798 4.149  N4 1.373, C30 1.374, H99 1.078
47 C -5.499 -3.045 -0.065  N2 1.478, C60 1.522, H86 1.097, H161 1.099
48 C 1.433 4.535 -5.607  C19 1.495, H122 1.093, H136 1.090, H168 1.097
49 C 4.652 -1.687 5.189  N11 1.470, C20 1.537, H76 1.087, H110 1.100
50 C 0.962 3.712 -10.125  C45 1.543, H121 1.090, H132 1.089, H181 1.088
51 C -3.146 -6.639 4.818  C57 1.527, H101 1.090, H127 1.090, H140 1.089
52 C 4.450 4.123 5.659  N1 1.459, C63 1.514, H119 1.099, H163 1.089
53 C -2.036 -5.891 -0.018  C64 1.526, H93 1.090, H134 1.092, H171 1.094
54 C 5.024 1.464 -6.634  N8 1.357, C36 1.370, H115 1.077
55 C -0.291 7.840 -3.440  C56 1.529, H137 1.087, H141 1.092, H154 1.096
56 C 0.935 7.288 -4.167  N3 1.464, C55 1.529, H113 1.091, H125 1.101
57 C -3.553 -6.239 3.402  N7 1.463, C51 1.527, H129 1.104, H139 1.091
58 C 4.414 -0.993 -1.809  C17 1.370, C23 1.404, H112 1.080
59 C 3.308 0.780 -5.382  C27 1.394, C36 1.410, H135 1.080
60 C -4.668 -1.771 -0.084  C47 1.522, H169 1.092, H175 1.091, H194 1.091
61 C -3.242 2.435 2.043  C30 1.402, C67 1.366, H97 1.080
62 C 2.965 -1.972 -0.424  N5 1.358, C23 1.381, H170 1.078
63 C 5.105 3.983 4.301  C52 1.514, H80 1.095, H131 1.099, H193 1.086
64 C -3.038 -5.804 1.130  N7 1.480, C53 1.526, H108 1.088, H157 1.106
65 C -8.238 -1.332 1.644  C26 1.526, H74 1.093, H152 1.092, H183 1.090
66 C -1.551 -4.992 2.824  N7 1.463, C34 1.534, H75 1.088, H147 1.100
67 C -4.047 1.358 2.284  N4 1.374, C61 1.366, H190 1.077
68 C -0.226 0.473 -2.878  C69 1.520, H83 1.094, H84 1.093, H96 1.086
69 C -1.021 0.004 -1.670  N6 1.473, C68 1.520, H79 1.100, H107 1.091
70 H 3.233 -0.514 1.962  C13 1.090
71 H 0.224 1.636 2.149  C39 1.092
72 H 2.891 5.997 -5.094  C19 1.102
73 H -0.377 -6.481 3.951  C34 1.087
74 H -9.047 -0.760 1.184  C65 1.093
75 H -0.958 -4.629 1.988  C66 1.088
76 H 3.797 -1.024 5.294  C49 1.087
77 H 1.949 1.801 -10.151  C45 1.102
78 H 4.980 -2.810 -0.667  C23 1.078
79 H -1.993 0.516 -1.626  C69 1.100
80 H 5.508 2.982 4.115  C63 1.095
81 H -8.042 -5.563 2.755  C25 1.091
82 H 3.616 2.466 -3.871  C27 1.075
83 H 0.049 1.529 -2.804  C68 1.094
84 H 0.758 -0.003 -2.900  C68 1.093
85 H -0.516 0.024 -6.838  C43 1.087
86 H -4.863 -3.929 0.058  C47 1.097
87 H -1.373 -0.938 -11.096  C31 1.087
88 H -2.029 -2.274 -0.295  C24 1.089
89 H 5.372 3.177 -5.559  N8 1.004
90 H -2.284 -2.068 4.993  C33 1.078
91 H -3.377 -2.701 2.603  C14 1.080
92 H 3.981 -0.357 -7.194  C36 1.077
93 H -1.274 -5.114 -0.068  C53 1.090
94 H 0.653 1.905 -11.217  C45 1.088
95 H -1.942 3.622 3.373  C30 1.077
96 H -0.767 0.303 -3.804  C68 1.086
97 H -3.061 2.879 1.075  C61 1.080
98 H -0.416 0.340 -11.749  C31 1.093
99 H -2.608 1.711 5.181  C46 1.078
100 H 2.547 3.349 3.896  C40 1.096
101 H -3.977 -7.237 5.191  C51 1.090
102 H -7.384 -1.534 -0.224  C26 1.093
103 H -1.144 -0.060 -8.867  C32 1.095
104 H 6.909 -2.465 2.025  C42 1.090
105 H 6.479 -3.262 4.365  C18 1.091
106 H -1.620 -2.542 1.376  C24 1.091
107 H -1.286 -1.039 -1.852  C69 1.091
108 H -3.925 -6.412 0.970  C64 1.088
109 H 2.979 0.590 -2.456  C17 1.074
110 H 4.490 -2.630 5.733  C49 1.100
111 H 2.649 -0.386 3.593  C13 1.094
112 H 5.310 -0.847 -2.394  C58 1.080
113 H 0.723 7.232 -5.236  C56 1.091
114 H 2.652 4.058 -2.034  C22 1.090
115 H 5.783 1.676 -7.368  C54 1.077
116 H 5.044 -4.152 3.830  C18 1.099
117 H 0.484 -4.963 3.624  C34 1.093
118 H -7.538 -3.972 3.326  C25 1.089
119 H 4.191 5.183 5.785  C52 1.099
120 H -7.075 -4.983 0.434  C41 1.094
121 H 1.248 3.974 -9.106  C50 1.090
122 H 0.855 3.726 -5.152  C48 1.093
123 H 0.385 1.917 -0.929  C29 1.092
124 H 5.596 -3.390 1.480  C42 1.094
125 H 1.753 8.022 -4.099  C56 1.101
126 H 0.814 2.935 1.082  C39 1.091
127 H -2.255 -7.267 4.807  C51 1.090
128 H 2.820 -2.837 3.900  C12 1.103
129 H -4.197 -5.346 3.481  C57 1.104
130 H 0.930 4.295 -1.665  C22 1.090
131 H 6.055 4.532 4.348  C63 1.099
132 H 1.727 4.090 -10.801  C50 1.089
133 H -0.681 -5.032 4.863  C34 1.095
134 H -2.605 -5.910 -0.950  C53 1.092
135 H 2.497 0.215 -4.948  C59 1.080
136 H 0.749 5.124 -6.219  C48 1.090
137 H -0.193 8.118 -2.394  C55 1.087
138 H -8.433 -2.898 0.113  C26 1.096
139 H -4.196 -7.034 3.019  C57 1.091
140 H -2.893 -5.807 5.474  C51 1.089
141 H -1.115 7.136 -3.574  C55 1.092
142 H -1.967 -0.120 0.927  C15 1.100
143 H 0.421 -0.571 -9.419  C32 1.098
144 H 2.440 1.444 6.155  C21 1.094
145 H 3.885 2.226 8.149  C16 1.091
146 H -5.897 -2.342 2.812  N10 1.023
147 H -2.114 -4.120 3.188  C66 1.100
148 H 0.656 3.234 6.236  C38 1.091
149 H 3.779 1.443 5.162  C21 1.102
150 H 1.320 6.761 -1.660  C28 1.091
151 H 0.057 3.766 4.633  C38 1.087
152 H -8.657 -1.870 2.497  C65 1.092
153 H -8.896 -4.171 2.165  C25 1.090
154 H -0.662 8.741 -3.940  C55 1.096
155 H -0.422 -0.603 1.607  C15 1.093
156 H 3.645 -2.982 2.342  C12 1.091
157 H -3.387 -4.757 1.204  C64 1.106
158 H -4.289 0.202 4.065  N4 1.012
159 H -1.115 2.004 -0.002  C29 1.099
160 H 1.544 1.260 -7.690  C35 1.103
161 H -5.922 -3.260 -1.057  C47 1.099
162 H 0.811 2.172 4.809  C38 1.092
163 H 5.190 3.960 6.441  C52 1.089
164 H 6.779 -1.499 5.347  C20 1.091
165 H 1.748 -1.358 2.422  C13 1.092
166 H 6.928 -4.267 2.222  C42 1.089
167 H -1.314 1.588 -6.784  C43 1.095
168 H 2.112 4.020 -6.297  C48 1.097
169 H -3.831 -1.847 -0.782  C60 1.092
170 H 2.380 -2.500 0.312  C62 1.078
171 H -1.436 -6.805 0.001  C53 1.094
172 H 2.901 4.623 -4.043  C19 1.089
173 H 5.279 2.069 7.133  C16 1.088
174 H 5.913 0.022 5.295  C20 1.091
175 H -5.325 -0.930 -0.310  C60 1.091
176 H -1.845 0.860 -10.939  C31 1.089
177 H 1.615 1.303 1.216  C39 1.094
178 H -4.307 -1.153 6.527  C44 1.078
179 H 1.454 -0.510 -0.749  N5 1.032
180 H -5.919 -4.753 1.776  C41 1.095
181 H 0.003 4.168 -10.362  C50 1.088
182 H 2.181 4.905 -0.551  C22 1.090
183 H -7.473 -0.689 2.081  C65 1.090
184 H 0.646 2.772 -7.673  C35 1.090
185 H -6.595 -1.679 5.060  C37 1.080
186 H 2.873 6.573 -2.296  C28 1.102
187 H 5.999 -0.912 6.813  C20 1.087
188 H 4.286 0.631 7.542  C16 1.088
189 H 0.134 1.352 -5.825  C43 1.091
190 H -4.764 0.864 1.650  C67 1.077
191 H -0.307 -2.562 0.231  C24 1.092
192 H 2.127 4.829 4.749  C40 1.092
193 H 4.560 4.422 3.470  C63 1.086
194 H -4.179 -1.537 0.863  C60 1.091